Entry 1:
ORCA calculation (ωB97M-V/def2-TZVPD) on 2 unconnected molecules or ions with the total composition C2HCl4O3 at a distorted geometry.

Summary:
* 2S+1: 4
* HOMO energy (alpha / beta): -8.4 / -11.2 eV
* frontier orbital gap (alpha / beta): 8.924 / 9.710 eV

```
10
Properties=species:S:1:pos:R:3:forces:R:3:lowdin_spin:R:1
O 0.932503 1.929154 1.031678 -0.898 2.729 0.324 1.015
O 0.269678 2.966841 1.037609 1.486 -2.047 0.066 1.002
C -0.714334 0.332797 -0.078771 -0.019 -1.280 -0.451 0.549
C 0.037891 -0.957344 -0.161404 0.238 0.298 -0.220 0.048
O 0.817343 -0.916506 -1.298600 -0.074 -0.936 0.825 0.002
Cl 1.084874 -1.099188 1.348578 -0.511 -0.377 -0.607 0.037
Cl -1.151233 -2.390650 -0.211948 0.760 0.585 0.115 0.061
Cl -1.841829 0.585613 1.114129 -0.491 -0.076 0.724 0.132
Cl -0.776492 1.291463 -1.431859 -0.134 0.602 -0.853 0.154
H 1.341598 -1.742180 -1.349412 -0.356 0.501 0.077 -0.001
```
Positions in Å, forces in eV/Å.


Entry 2:
ORCA calculation (ωB97M-V/def2-TZVPD) on C2HCl6P in the gas phase at a distorted geometry.

Summary:
* HOMO energy (alpha / beta): -7.9 / -8.8 eV
* frontier orbital gap (alpha / beta): 6.704 / 7.699 eV

```
10
Properties=species:S:1:pos:R:3:forces:R:3:lowdin_charge:R:1
C 2.311461 1.112468 0.003132 -0.748 1.191 -0.092 -1.061
C -1.478416 -0.295959 -0.420518 -0.217 -1.364 0.017 -2.003
P -0.601176 -0.951388 1.141125 -1.044 1.186 0.311 0.301
Cl 2.809173 1.751149 1.484174 0.989 0.403 1.287 0.550
Cl 1.532053 -0.354916 0.119097 0.714 -1.355 -0.666 0.532
Cl -3.223252 -0.596895 -0.229826 -0.137 -0.356 -0.060 0.492
Cl -1.281692 1.397090 -0.505858 0.538 1.502 0.014 0.563
Cl -0.889532 -1.075519 -1.925786 -0.312 0.183 0.109 0.467
Cl -0.866414 -2.876647 0.757150 0.121 -1.131 -0.064 0.182
H 1.687796 1.890617 -0.422692 0.097 -0.261 -0.856 -0.024
```
Positions in Å, forces in eV/Å.


Entry 3:
ORCA calculation (ωB97M-V/def2-TZVPD) on C2HClF3NO2 in the gas phase at a distorted geometry.

Summary:
* HOMO energy: -10.1 eV
* frontier orbital gap: 9.493 eV
* SMILES: [O-]/[N+](=C/Cl)OC(F)(F)F

```
10
Properties=species:S:1:pos:R:3:forces:R:3:lowdin_charge:R:1
C -1.989486 0.321822 -0.036364 1.130 0.163 1.371 -0.506
C 1.689488 -0.035437 -0.068147 -0.825 -0.448 -2.595 -0.750
N -0.904466 -0.387296 0.139062 1.644 -0.733 -0.628 -0.203
O -0.720204 -1.564772 0.119618 -0.440 -0.123 0.101 0.091
O 0.500408 0.448554 0.343637 -1.647 1.102 0.963 0.053
F 2.506649 0.993934 -0.301979 -0.056 0.194 0.588 0.169
F 2.306007 -0.893383 0.709175 -0.064 -0.184 0.891 0.193
F 1.531448 -0.652044 -1.271265 0.034 -0.158 0.099 0.124
Cl -2.015130 1.992844 0.201795 0.053 0.287 -0.275 0.719
H -2.904710 -0.224225 0.164466 0.172 -0.100 -0.514 0.109
```
Positions in Å, forces in eV/Å.